(1)
Entry from the OMol25 dataset: a structure of composition C36H25AsCl2N4O3Rb (wB97M-V/def2-TZVPD).

```
72
C36H25AsCl2N4O3Rb (wB97M-V/def2-TZVPD)
C -1.15429 2.45525 2.24968
C 4.03970 -1.29939 -5.70716
H -1.70297 3.72410 -7.78881
C 4.25012 -2.19114 -0.53385
C 1.22278 2.18268 2.42217
C 3.62380 1.75889 -0.98156
C -0.06476 1.58611 -5.04034
C -1.23909 3.12324 -7.01697
Rb 0.06377 0.18280 -0.23124
C 3.63804 1.85115 2.59534
H -5.79499 0.70842 0.11602
H 0.62783 4.18263 -7.09963
C 3.09432 -1.67620 0.06331
C -1.96129 2.10598 -6.41162
C 1.88101 1.60602 -2.62689
C 1.44968 2.88915 -2.29912
N -2.50888 0.88567 0.76894
C 1.94080 -0.72570 -4.68853
C 2.19679 -2.84500 -5.78474
H 0.39784 -2.20195 -4.78606
H 3.67375 0.54895 -4.68274
H 1.78861 -3.80247 -6.08282
Cl 2.76238 5.25553 4.52786
H -3.60611 -0.36195 -0.43868
H 4.43415 1.30520 -0.42437
H -1.91879 0.54441 -4.91508
O -0.32235 -0.40472 -2.86478
H 3.27144 0.01442 -2.17286
N 1.88643 -2.05354 -0.35287
H -3.58330 3.39889 2.65875
H 3.67691 3.56598 0.15938
C -1.37389 1.33503 -5.41811
As 0.78293 0.47101 -3.71263
H 2.72919 -4.11237 -2.86839
C -4.86053 2.14301 1.43993
C 1.77468 -2.90694 -1.36967
N -0.03969 1.79972 1.95663
C 0.66100 2.61312 -5.64012
C 2.96775 1.03581 -1.96825
C 2.86798 -3.43629 -2.03481
C 2.65105 3.77384 3.61095
H -2.98484 1.91809 -6.70907
C 1.40136 3.34577 3.18355
C 1.41254 -1.95086 -5.07222
C 0.07149 3.38087 -6.63144
C 3.50872 -2.52016 -6.10010
H 1.67819 2.81660 -5.32411
O 4.41397 -0.70749 1.74161
C 3.76952 3.03119 3.31313
H 0.75959 -3.15715 -1.66145
C 4.13366 -3.06503 -1.59854
H 1.75397 4.58330 -1.02624
C 2.10835 3.60078 -1.30902
C 3.30004 -0.62127 1.18150
C 3.19157 3.03577 -0.64971
H 5.06649 -1.05075 -5.94249
C -3.66274 0.47775 0.24775
O -1.35741 3.44782 2.97900
H 5.01983 -3.45466 -2.08613
C -4.87490 1.07239 0.55460
N 2.32245 0.25792 1.31186
C 3.25502 -0.39824 -5.00251
Cl 5.36289 3.53042 3.82027
C 2.40458 1.38908 2.12288
H 4.12121 -3.22559 -6.64713
C -2.47584 1.91534 1.61173
H 5.20482 -1.87763 -0.13619
H 4.51331 1.25212 2.40222
H -5.78408 2.64026 1.71298
C -3.65873 2.57070 1.97027
H 0.53391 3.93486 3.42755
H 0.58183 3.31680 -2.78938
```

Charge   -1
Gap between HOMO and LUMO   5.544 eV
Max |F|   0.01000 hartree/bohr
Molecular weight   792.9 g/mol
HOMO energy   -3.6 eV

***

(2)
Entry from the OMol25 dataset: a structure of composition C36H25HoN5OS4 (wB97M-V/def2-TZVPD).

```
72
C36H25HoN5OS4 (wB97M-V/def2-TZVPD)
C 1.14498 2.74416 -0.63878
C 1.36352 3.81833 3.87019
C 1.13593 1.05268 -2.07593
C -3.59710 -0.34926 -0.30576
H 3.44307 1.32414 1.22461
C 0.50743 1.60554 -0.06702
H 1.26233 0.44214 -2.96004
C 4.64713 -0.65969 -1.84563
C -2.73721 1.74906 -1.13093
H 5.00892 -1.24520 -2.68250
Ho -0.03304 -1.66355 -0.52163
H 5.81566 1.06939 -2.33921
N -1.05892 -0.73009 1.36648
N 1.10528 7.06970 5.11135
C -4.27152 1.67563 0.73776
N -4.35514 -2.64164 0.71782
C -4.69329 -3.69503 1.17339
H -2.25052 -5.12911 -0.59178
H 2.08952 3.78059 4.67160
C 1.21898 -3.62067 -2.99292
H 5.03600 2.34293 -0.35585
H -0.21525 -6.06619 -4.81167
H 1.84578 -4.62106 -4.76914
C -3.48571 2.39545 -0.15308
S -3.40246 -2.06602 -0.64953
H -4.83932 2.19855 1.49780
H -2.12005 2.29866 -1.83157
H 2.13962 -1.65966 -3.05223
H 1.29543 3.69701 -0.15923
N 0.52968 0.57239 -0.99577
C -1.77629 -1.34369 2.30145
C -0.27268 5.06047 2.59880
C -4.34051 0.28759 0.66908
H -2.14832 -2.34722 2.14885
C 3.26627 -0.52019 0.16054
C -1.35199 0.65819 3.15774
C 1.09608 -4.54031 -3.99501
S -2.02150 -0.71688 -2.34790
C 0.90885 6.15017 4.44867
N 0.33000 -3.47583 -1.98684
C 3.72536 -1.22108 -0.96837
C -0.06411 -5.36569 -3.99849
C -1.98876 -0.52878 3.42903
H -4.95665 -0.27803 1.35505
C -0.04444 1.54750 1.22128
C 4.67538 1.33548 -0.52938
C 0.19000 2.76011 2.05507
H -3.45980 3.47757 -0.08481
C -0.71078 -4.39763 -1.87127
H -2.55539 -0.79365 4.30704
C -0.76181 0.53380 1.86750
C -1.42292 -4.44581 -0.71282
H -1.82367 -5.93229 -2.94382
C 3.77941 0.76919 0.35772
H 2.05027 2.99564 -2.63732
H -0.81072 5.98229 2.42164
H -1.12090 -3.88161 0.16990
C 5.11244 0.62929 -1.64309
C 0.66459 5.00279 3.63051
S 2.12034 -1.20160 1.29301
C 1.12269 2.70388 3.08882
S 3.14047 -2.87583 -1.24491
C -0.50174 3.94387 1.81649
C -0.94848 -5.29623 -2.97971
H 1.65647 1.77657 3.25982
H 3.15054 -2.98414 -3.67887
H -1.30618 1.53115 3.78805
C -2.79032 0.36568 -1.19982
C 1.53000 2.39233 -1.91090
O -5.05195 -4.70902 1.65852
C 2.41239 -2.70931 -2.92987
H -1.23139 3.97204 1.01785
```

Charge   -1
Gap between HOMO and LUMO (spin up / spin down)   5.551 / 5.553 eV
Spin multiplicity   5
Max |F|   0.01170 hartree/bohr
Molecular weight   836.8 g/mol
⟨S²⟩   6.004
HOMO energy (spin up / spin down)   -4.2 / -4.2 eV

***

(3)
Entry from the OMol25 dataset: a structure of composition C36H26BrFeN10O2 (wB97M-V/def2-TZVPD).

```
76
C36H26BrFeN10O2 (wB97M-V/def2-TZVPD)
H -4.38767 -1.15362 0.86803
N 2.04030 2.72659 -1.80461
C 0.57979 -3.86942 -2.24612
C 1.95084 -4.90254 2.53880
N -0.52391 -1.00975 -0.68558
Fe 1.42151 -1.31244 -1.20907
C 1.81382 -3.02099 1.00704
C -1.58440 -0.92598 -1.53874
H 0.63795 -0.57185 -5.50174
H -3.96877 0.07095 5.79777
H 0.24839 1.59995 -2.06922
H 2.84270 -0.51819 3.70192
H 1.84408 6.74872 -2.05742
C 0.33644 -1.56728 -5.20364
H 2.15323 -5.28900 3.52899
C -3.26586 -0.29478 2.50383
H -0.58631 -2.03253 -7.06470
N -2.41514 -1.17783 0.35825
H 2.64888 4.50445 -2.59233
C -1.99212 3.18255 3.03620
C 0.39010 4.40685 -0.10775
Br -1.65036 -4.78103 -6.90462
C 2.07023 -3.51436 2.29906
H -0.68778 -5.13398 -4.13811
N -1.28705 5.20507 3.07196
H 1.08474 -5.94496 -0.55636
H 1.04227 3.99366 -3.10327
C -3.61304 0.32240 4.80795
C -3.05115 1.56590 4.57338
C -0.40755 -4.13161 -4.43802
N -1.98661 4.23428 3.77517
H -3.42910 -2.31463 1.78209
H 4.03348 0.64206 -0.60329
H 2.64532 -2.92657 4.29861
H -0.43349 7.25265 1.53763
C 1.11206 4.94163 -1.16105
C 0.28201 -3.30543 -3.51808
N 1.15079 -3.24569 -1.26490
C 1.60131 -5.73738 1.51628
H 0.85887 8.22208 -0.35002
C -2.59358 1.87733 3.29692
C 1.33544 -5.23988 0.22401
H -2.37467 1.22538 1.27190
H 0.25883 3.33704 -0.01098
C -1.09244 -1.17252 0.49992
O 1.29330 -1.15992 -3.11099
C 2.29381 -0.85526 1.64787
C 1.41121 -3.89544 -0.03594
H -2.95798 2.29761 5.36421
C -2.71045 0.95322 2.26454
H 0.29322 -4.91171 -2.11603
C -3.71265 -0.60771 3.78208
H 2.37372 0.18751 1.36803
N 1.96820 0.64121 -1.22128
H -1.48291 -0.79417 -2.60352
C 1.27382 6.32062 -1.24155
C -0.92548 4.66317 1.96309
H -4.14533 -1.58161 3.97856
N 3.27461 2.45120 -1.33733
N -2.74471 -1.01990 -0.93936
O -1.33536 3.37144 1.86299
H -0.59128 -1.26129 1.44945
C -3.44181 -1.29802 1.38820
C 1.27250 1.64116 -1.73751
C 0.00053 6.61835 0.77701
C 2.44602 -2.58042 3.29206
C 0.66825 -1.98695 -3.89217
C 1.71202 4.07429 -2.24576
C 0.72132 7.15186 -0.27878
H 1.52834 -6.80248 1.68887
C 3.19532 1.18998 -1.00172
C 2.55506 -1.25873 2.96974
N 1.93791 -1.69158 0.69779
C -0.33954 -2.38294 -6.07121
C -0.71870 -3.67966 -5.68541
C -0.16536 5.24090 0.85806
```

Charge   +1
Gap between HOMO and LUMO (spin up / spin down)   6.705 / 6.848 eV
Max |F|   0.00706 hartree/bohr
Molecular weight   766.4 g/mol
HOMO energy (spin up / spin down)   -10.2 / -10.3 eV

***

molecular weight of number 3 (C36H26BrFeN10O2)? 766.4 g/mol

***

Look up the charge of the first one. -1

***

Please write out number 1 again, unchanged.
Entry from the OMol25 dataset: a structure of composition C36H25AsCl2N4O3Rb (wB97M-V/def2-TZVPD).

```
72
C36H25AsCl2N4O3Rb (wB97M-V/def2-TZVPD)
C -1.15429 2.45525 2.24968
C 4.03970 -1.29939 -5.70716
H -1.70297 3.72410 -7.78881
C 4.25012 -2.19114 -0.53385
C 1.22278 2.18268 2.42217
C 3.62380 1.75889 -0.98156
C -0.06476 1.58611 -5.04034
C -1.23909 3.12324 -7.01697
Rb 0.06377 0.18280 -0.23124
C 3.63804 1.85115 2.59534
H -5.79499 0.70842 0.11602
H 0.62783 4.18263 -7.09963
C 3.09432 -1.67620 0.06331
C -1.96129 2.10598 -6.41162
C 1.88101 1.60602 -2.62689
C 1.44968 2.88915 -2.29912
N -2.50888 0.88567 0.76894
C 1.94080 -0.72570 -4.68853
C 2.19679 -2.84500 -5.78474
H 0.39784 -2.20195 -4.78606
H 3.67375 0.54895 -4.68274
H 1.78861 -3.80247 -6.08282
Cl 2.76238 5.25553 4.52786
H -3.60611 -0.36195 -0.43868
H 4.43415 1.30520 -0.42437
H -1.91879 0.54441 -4.91508
O -0.32235 -0.40472 -2.86478
H 3.27144 0.01442 -2.17286
N 1.88643 -2.05354 -0.35287
H -3.58330 3.39889 2.65875
H 3.67691 3.56598 0.15938
C -1.37389 1.33503 -5.41811
As 0.78293 0.47101 -3.71263
H 2.72919 -4.11237 -2.86839
C -4.86053 2.14301 1.43993
C 1.77468 -2.90694 -1.36967
N -0.03969 1.79972 1.95663
C 0.66100 2.61312 -5.64012
C 2.96775 1.03581 -1.96825
C 2.86798 -3.43629 -2.03481
C 2.65105 3.77384 3.61095
H -2.98484 1.91809 -6.70907
C 1.40136 3.34577 3.18355
C 1.41254 -1.95086 -5.07222
C 0.07149 3.38087 -6.63144
C 3.50872 -2.52016 -6.10010
H 1.67819 2.81660 -5.32411
O 4.41397 -0.70749 1.74161
C 3.76952 3.03119 3.31313
H 0.75959 -3.15715 -1.66145
C 4.13366 -3.06503 -1.59854
H 1.75397 4.58330 -1.02624
C 2.10835 3.60078 -1.30902
C 3.30004 -0.62127 1.18150
C 3.19157 3.03577 -0.64971
H 5.06649 -1.05075 -5.94249
C -3.66274 0.47775 0.24775
O -1.35741 3.44782 2.97900
H 5.01983 -3.45466 -2.08613
C -4.87490 1.07239 0.55460
N 2.32245 0.25792 1.31186
C 3.25502 -0.39824 -5.00251
Cl 5.36289 3.53042 3.82027
C 2.40458 1.38908 2.12288
H 4.12121 -3.22559 -6.64713
C -2.47584 1.91534 1.61173
H 5.20482 -1.87763 -0.13619
H 4.51331 1.25212 2.40222
H -5.78408 2.64026 1.71298
C -3.65873 2.57070 1.97027
H 0.53391 3.93486 3.42755
H 0.58183 3.31680 -2.78938
```

Charge   -1
Gap between HOMO and LUMO   5.544 eV
Max |F|   0.01000 hartree/bohr
Molecular weight   792.9 g/mol
HOMO energy   -3.6 eV